This record from the Open Molecules 2025 dataset describes a molecular structure, C34H28BrMoN6O11. The level of theory is wB97M-V/def2-TZVPD.

Properties
Net charge: +1
E_tot in eV: -139062.7570

Last column: Löwdin charge in e.
Atoms and positions in Å:
Mo (0.19, 0.04, 0.20)  1.728
Br (2.63, 0.07, -0.77)  0.285
O (1.18, -3.67, -1.76)  -0.102
O (-0.48, 3.92, 1.43)  0.089
O (0.13, 1.86, -0.06)  -0.285
O (0.24, 5.80, 0.67)  0.121
O (-0.19, -0.03, -1.68)  -0.309
O (-0.13, 6.64, -3.99)  0.106
O (2.55, 0.99, 5.19)  0.124
O (-4.75, -2.30, 0.02)  -0.097
O (-0.27, -6.50, -0.58)  -0.081
O (-0.11, 5.01, -5.40)  0.111
O (-0.09, 0.38, -3.86)  0.146
N (-0.12, 5.47, -4.28)  -0.349
N (-2.21, -2.45, 0.17)  0.184
N (-0.05, 0.26, 2.22)  -0.091
N (0.10, -2.04, 0.32)  -0.026
N (-0.05, 4.64, 0.54)  -0.327
N (-0.76, -4.20, 0.48)  0.188
C (-0.08, 0.78, -2.73)  -0.532
C (1.92, -3.39, -0.65)  -0.303
C (-1.96, -0.01, 0.32)  -0.159
C (-4.01, 1.28, 0.35)  -0.058
C (-0.58, 0.36, 3.44)  -0.033
C (2.08, -2.63, 1.63)  -0.052
C (-1.73, -5.22, 0.70)  -0.139
C (0.00, 2.72, -1.08)  -0.200
C (1.68, 0.75, 4.21)  -0.268
C (-6.17, -2.32, -0.01)  -0.046
C (-4.13, -1.09, 0.14)  -0.215
C (-2.86, -5.07, 1.49)  -0.028
C (-2.63, 1.22, 0.41)  -0.104
C (-0.08, 3.15, -3.44)  0.111
C (1.22, 0.37, 1.97)  -0.340
C (-0.06, 5.00, -1.87)  0.109
C (-0.08, 4.50, -3.16)  -0.086
C (-3.72, -6.14, 1.67)  -0.076
C (1.15, -2.67, -2.79)  -0.036
C (-2.28, -7.53, 0.32)  -0.001
C (3.91, -3.83, 0.65)  -0.049
C (3.19, -3.95, -0.53)  0.021
C (0.29, 0.60, 4.47)  0.051
C (2.18, 0.62, 2.92)  0.041
C (-4.78, 0.13, 0.20)  -0.005
C (-0.96, -2.88, 0.32)  -0.288
C (-3.43, -7.37, 1.09)  -0.064
C (-0.03, 2.24, -2.39)  -0.019
C (0.13, -7.74, -1.14)  -0.045
C (-2.72, -1.15, 0.21)  -0.158
C (-1.43, -6.46, 0.13)  -0.214
C (1.38, -2.69, 0.43)  -0.299
C (-0.03, 4.10, -0.83)  -0.028
C (3.34, -3.19, 1.75)  -0.060
H (-0.06, 6.06, -1.68)  0.142
H (-1.66, 0.27, 3.56)  0.136
H (2.11, 1.10, 6.04)  0.133
H (0.48, -1.85, -2.53)  0.050
H (-6.45, -3.37, -0.05)  0.098
H (3.24, 0.73, 2.69)  0.134
H (0.15, -4.56, 0.20)  0.135
H (0.26, -8.50, -0.36)  0.102
H (-4.60, -6.02, 2.28)  0.108
H (-0.10, 2.79, -4.46)  0.146
H (3.87, -3.13, 2.69)  0.111
H (0.79, -3.17, -3.69)  0.101
H (-3.06, -4.13, 1.98)  0.119
H (-0.60, -8.09, -1.88)  0.102
H (4.90, -4.25, 0.73)  0.113
H (-0.08, 0.69, 5.48)  0.131
H (-6.55, -1.81, -0.89)  0.103
H (-4.10, -8.20, 1.23)  0.113
H (1.08, -7.55, -1.63)  0.098
H (-2.92, -3.17, 0.06)  0.134
H (-5.85, 0.19, 0.14)  0.112
H (1.61, -2.16, 2.48)  0.107
H (2.15, -2.27, -2.96)  0.090
H (-4.51, 2.24, 0.42)  0.115
H (-6.58, -1.86, 0.89)  0.101
H (-2.08, 2.14, 0.56)  0.080
H (-2.07, -8.50, -0.12)  0.111
H (3.59, -4.48, -1.37)  0.132